# 1
63
Properties=species:S:1:pos:R:3:forces:R:3 method="wB97M-V/def2-TZVPD" gap_ev="2.28 / 2.27" lumo_ev="-12.64 / -12.64" largest_force_ev_per_a=3.9 e_homo_ev="-14.916 / -14.915" charge=+3
Re -1.9096 -0.7890 -3.1034 1.64 -1.78 3.11
Se -5.5963 1.2614 -6.0348 0.46 -0.35 -0.07
Sb -3.8620 -0.1169 -6.6614 -0.33 0.17 -0.68
Se -3.5654 -1.9766 -4.0013 0.59 0.27 -0.05
Se -1.3374 0.9036 -4.3811 -0.26 -0.04 0.20
Se -2.4525 -1.2343 -8.0900 -0.28 0.23 0.40
C 7.0938 2.5414 1.7536 -0.11 -0.19 0.13
C 6.0637 1.4409 1.6901 0.22 0.35 0.01
C 6.3671 0.2230 1.0854 0.01 -0.09 -0.07
C 5.4574 -0.8152 1.0733 -0.18 0.15 0.26
C 4.1969 -0.6071 1.6448 0.33 0.42 0.24
C 3.8673 0.6000 2.2584 0.21 -0.12 -0.27
C 4.8107 1.6082 2.2737 -0.05 0.22 0.07
S 3.0733 -1.8952 1.8170 0.00 -2.58 -2.18
O 3.6120 -3.0226 2.5048 0.27 0.41 0.89
O 1.7527 -1.4399 2.1025 -0.56 0.64 0.44
N 2.9495 -2.5206 0.2032 -0.66 1.24 -0.05
C 1.8644 -3.4362 -0.0986 0.80 0.40 0.07
C 1.2444 -3.2326 -1.4916 -0.41 -0.15 -0.17
C 0.5350 -1.9051 -1.6550 1.76 -0.06 2.06
O 0.7143 -0.9638 -0.9543 -0.74 0.04 -0.72
O -0.3775 -1.8906 -2.7182 -2.82 1.16 -1.74
H 7.8045 2.4783 0.9331 -0.02 -0.01 -0.05
H 7.6639 2.4538 2.6820 -0.01 -0.02 -0.01
H 6.6352 3.5282 1.7559 -0.05 -0.01 -0.05
H 7.3434 0.0828 0.6405 0.01 -0.03 0.00
H 5.7543 -1.7690 0.6637 -0.08 -0.14 -0.02
H 2.9032 0.7294 2.7263 -0.04 -0.02 0.02
H 4.5774 2.5470 2.7606 0.00 0.00 0.00
H 3.8104 -2.6327 -0.3143 0.06 -0.17 0.25
H 1.1166 -3.3483 0.6870 -0.07 -0.01 -0.04
H 2.2585 -4.4552 -0.0890 -0.23 -0.19 -0.01
H 0.5379 -4.0443 -1.6782 0.00 0.02 -0.11
H 1.9987 -3.2945 -2.2821 0.00 0.04 -0.02
C -1.0363 0.8815 1.9387 0.05 -0.04 -0.01
N -1.4747 1.1118 0.5469 0.42 0.17 -0.16
C -0.5673 1.9024 -0.3035 0.07 -0.04 0.13
P -2.8105 0.5052 -0.0817 -0.23 1.04 1.15
O -2.4089 -0.4692 -1.2889 0.56 -0.38 -2.79
N -3.6136 -0.4283 0.9326 -0.32 -0.53 0.08
C -3.2425 -1.8289 1.1978 0.14 -0.06 0.13
C -4.6735 0.1167 1.8029 -0.04 -0.15 0.01
N -3.6907 1.6969 -0.7271 -0.29 0.02 -0.23
C -3.7345 3.0532 -0.1402 0.11 -0.03 0.04
C -4.8741 1.3867 -1.5469 0.11 0.11 0.08
H -0.0564 0.4127 1.9348 0.12 -0.07 -0.02
H -1.7272 0.2202 2.4484 -0.09 -0.02 0.03
H -0.9936 1.8260 2.4795 -0.02 0.04 -0.05
H 0.4010 1.9598 0.1887 0.00 -0.04 -0.03
H -0.9331 2.9148 -0.4714 -0.05 0.03 0.04
H -0.4103 1.4128 -1.2655 0.03 -0.03 0.01
H -2.3497 -2.1069 0.6381 -0.02 0.05 0.03
H -4.0531 -2.5014 0.9230 -0.10 0.05 -0.04
H -3.0278 -1.9723 2.2597 0.00 0.10 -0.07
H -4.8428 1.1677 1.6006 0.00 0.13 -0.06
H -4.3889 0.0146 2.8501 0.08 -0.01 -0.01
H -5.6045 -0.4263 1.6451 0.01 -0.04 -0.04
H -2.9235 3.1909 0.5707 -0.02 -0.01 -0.04
H -4.6779 3.2100 0.3830 -0.05 -0.04 -0.01
H -3.6501 3.7968 -0.9306 0.02 -0.01 -0.04
H -4.7840 0.4122 -2.0228 0.04 -0.08 0.00
H -4.9743 2.1476 -2.3207 0.00 0.01 -0.01
H -5.7830 1.3848 -0.9435 -0.01 0.01 0.03

# 2
59
Properties=species:S:1:pos:R:3:forces:R:3 method="wB97M-V/def2-TZVPD" gap_ev=7.49 lumo_ev=-4.03 largest_force_ev_per_a=3.5 e_homo_ev=-11.521 charge=+1
C -4.6338 -4.7422 0.3427 -0.71 0.93 0.36
C -4.6825 -4.9431 1.8930 -1.53 -0.28 0.00
O -3.5961 -5.7172 2.4516 0.93 1.15 -1.06
B -2.3559 -5.4843 1.8584 0.24 -1.86 -0.19
O -1.6244 -6.5899 1.4292 -0.59 1.14 1.40
C -1.6557 -4.0534 1.6423 -0.20 1.98 0.28
C -2.1630 -2.8317 2.2821 0.71 1.00 -0.25
C -1.5674 -1.5398 2.0610 1.14 -2.89 -1.37
C -0.4077 -1.5756 1.1406 -2.97 0.44 1.89
P 0.5679 -0.0676 0.6086 1.38 0.14 -1.22
C -0.4003 0.5933 -0.8865 -0.72 -0.64 0.02
C 0.4688 1.2942 1.8827 -1.23 -0.37 -0.16
N -0.0614 -2.7985 0.6772 1.32 2.03 -0.55
N -0.5745 -3.9803 0.8545 -1.40 -0.46 0.82
H -5.6803 -4.4754 0.0281 0.93 -0.24 0.27
H -4.0204 -3.8415 0.0772 -0.24 -1.02 -0.01
H -4.3633 -5.6520 -0.2376 0.10 0.63 0.60
H -4.8170 -3.9794 2.4573 0.29 -0.73 -0.68
H -5.6184 -5.5242 2.1098 0.98 0.38 -0.04
H -1.9585 -7.3607 1.9275 0.05 0.12 -0.68
H -3.0391 -2.9246 2.9595 0.76 0.09 -0.60
H -1.9170 -0.5866 2.4954 0.21 -0.81 -0.27
H -0.1512 -0.0170 -1.8035 -0.13 0.71 1.22
H -1.5067 0.5155 -0.7122 0.91 0.25 -0.13
H -0.1347 1.6615 -1.0578 -0.04 -0.77 0.32
H -0.5793 1.6815 1.8901 0.86 -0.01 0.38
H 0.7766 0.9176 2.8845 -0.19 0.37 -0.73
H 1.1415 2.1153 1.5273 -0.49 -0.80 0.22
H 0.7698 -2.7849 0.0644 -0.41 -0.20 0.12
C 2.0680 7.4526 3.1728 0.00 -0.05 0.14
C 3.2262 6.4716 3.3815 0.10 0.13 -0.03
C 2.6603 5.0555 3.2339 0.42 -0.01 0.28
S 1.2525 5.1924 2.1323 0.24 0.45 -0.03
O 0.0564 4.8650 2.8705 0.00 -0.30 -0.25
O 1.5699 4.5604 0.8704 -0.33 -0.32 0.14
C 1.3299 6.9646 1.9312 0.03 0.42 0.05
H 2.4218 8.4764 3.0508 -0.04 -0.05 0.00
H 1.4012 7.4262 4.0389 0.00 0.03 -0.06
H 3.9907 6.6438 2.6193 -0.05 -0.01 0.03
H 3.6991 6.6062 4.3546 -0.02 -0.04 -0.05
H 3.3901 4.3722 2.8021 -0.17 -0.07 -0.03
H 2.3046 4.6651 4.1873 -0.11 -0.01 -0.10
H 0.3241 7.3709 1.8405 -0.02 -0.18 -0.06
H 1.9022 7.1720 1.0259 -0.05 -0.09 0.00
C 0.7216 -0.6468 -5.7214 0.05 0.11 0.04
C 2.2511 -0.7134 -5.7714 -0.03 -0.01 -0.15
C 2.7321 -1.2435 -4.4167 0.32 0.36 -0.16
S 1.4062 -2.2680 -3.7813 0.20 -0.20 -0.75
O 0.8734 -1.6459 -2.5836 0.06 -0.41 0.22
O 1.8151 -3.6485 -3.8030 -0.15 0.09 0.52
C 0.2685 -1.9754 -5.1264 -0.29 0.26 -0.24
H 0.2908 -0.4836 -6.7092 -0.01 -0.01 0.06
H 0.4089 0.1788 -5.0755 -0.04 -0.04 -0.04
H 2.5598 -1.3984 -6.5651 -0.02 0.03 0.05
H 2.6904 0.2600 -5.9907 0.00 -0.06 0.03
H 3.6341 -1.8448 -4.5151 -0.10 -0.07 0.19
H 2.9016 -0.4334 -3.7071 -0.07 -0.10 0.06
H -0.7528 -1.9524 -4.7497 0.07 -0.12 0.10
H 0.3864 -2.7888 -5.8433 0.04 -0.04 0.12

# 3
57
Properties=species:S:1:pos:R:3:forces:R:3 method="wB97M-V/def2-TZVPD" gap_ev="3.82 / 3.85" lumo_ev="-0.01 / 0.01" largest_force_ev_per_a=3.8 e_homo_ev="-3.834 / -3.840"
P 0.7174 -1.9330 -2.1136 -1.63 2.28 0.41
P 0.2084 2.4084 -1.8300 2.39 0.97 0.24
C 0.6782 -0.2511 -3.0162 3.05 -1.24 0.29
C 1.3072 1.1175 -2.5349 0.71 -0.53 -1.22
H -0.1461 -0.1179 -3.7223 -0.49 -0.23 0.43
H 1.4096 -0.5943 -3.7463 0.38 0.39 -0.27
H 2.2330 0.8953 -1.8945 -1.62 0.82 -0.40
H 1.7046 1.5292 -3.4890 0.12 -0.50 0.09
C -0.9723 3.4691 -2.7241 0.22 0.54 -1.16
H -1.4572 4.1906 -2.0597 0.65 -0.19 0.59
H -1.8525 3.0740 -3.2182 0.14 -0.42 0.12
H -0.3960 4.0284 -3.4712 -0.32 0.17 -0.11
C 1.3370 3.6792 -1.2180 0.47 0.34 -0.62
H 1.1367 4.5926 -1.8031 0.29 0.03 0.34
H 2.3761 3.3766 -1.4026 -0.09 0.13 0.12
H 1.2114 3.8873 -0.1493 -0.06 -0.03 -0.25
C -0.9054 -2.7220 -2.2236 0.02 -0.75 0.21
H -0.8637 -3.5871 -1.5597 0.04 -0.18 0.02
H -1.1909 -3.0797 -3.2183 0.37 0.13 0.28
H -1.7036 -2.0880 -1.8387 0.24 0.31 -0.09
C 2.0044 -3.0776 -2.6342 0.46 -0.01 -0.22
H 2.9581 -2.5943 -2.4098 0.03 -0.07 0.01
H 2.0189 -3.3593 -3.6964 -0.32 0.31 0.34
H 1.9413 -3.9989 -2.0466 -0.11 0.19 0.07
Be -1.8367 0.4779 -3.3430 -0.77 -1.24 1.49
C 0.0519 1.5074 -5.6466 -0.18 1.01 0.82
C -1.1988 1.2689 -5.1334 -0.71 0.83 0.69
C -2.2918 0.5854 -5.8785 -0.84 0.29 -0.67
C -1.9064 -0.8261 -6.3414 -0.91 0.90 -0.09
C -0.9431 -1.4436 -5.4039 0.43 -1.13 -0.57
C 0.3816 -1.4590 -5.6089 -0.40 -1.02 0.36
C 1.1833 -0.6038 -6.5018 0.21 0.95 -1.43
C 0.6370 0.8419 -6.8090 1.12 -1.45 -0.69
C 0.8708 -1.3988 -0.3720 -0.06 -1.18 -0.25
H 0.5617 2.4223 -5.3576 -0.02 -0.05 0.36
H -1.5742 1.9879 -4.3972 0.24 0.45 -1.30
H -2.5695 1.1705 -6.7695 -0.03 0.12 -0.03
H -3.1800 0.5547 -5.2083 0.32 -0.14 -0.40
H -2.8313 -1.4201 -6.3566 0.30 -0.08 -0.19
H -1.5133 -0.7752 -7.3679 -0.05 -0.16 0.39
H -1.4108 -2.0492 -4.6396 0.25 -0.28 -0.30
H 0.9964 -2.2794 -5.2186 -0.35 0.28 0.61
H 1.2495 -1.1362 -7.4681 0.43 0.05 0.04
H 2.2175 -0.5028 -6.1093 -0.55 -0.11 -0.14
H 1.5237 1.4190 -7.1261 -0.46 -0.18 -0.12
H -0.0385 0.7687 -7.6765 0.14 0.15 0.15
H 0.1091 -0.6448 -0.4782 -0.11 0.84 0.54
H 1.8716 -0.9300 -0.2156 -0.91 -0.50 0.28
H 0.4559 -2.1156 0.4076 1.15 0.72 -0.99
F -2.4159 0.9496 2.3409 0.33 0.07 -0.69
C -2.4407 0.1508 1.2675 -1.87 -1.25 0.28
F -1.3899 -0.7035 1.3709 -0.38 0.24 -0.01
F -3.5896 -0.5630 1.3499 0.11 -0.54 0.36
S -2.2998 1.1238 -0.4544 1.23 1.91 2.99
O -3.3856 2.0686 -0.4704 -0.64 -0.51 -0.70
O -0.8278 1.8104 -0.4912 -1.57 -1.02 1.22
O -2.2397 0.1514 -1.5905 -0.41 -0.45 -1.20

# 4
57
Properties=species:S:1:pos:R:3:forces:R:3 method="wB97M-V/def2-TZVPD" gap_ev=6.39 lumo_ev=-4.62 largest_force_ev_per_a=1.4 e_homo_ev=-11.015 charge=+1
C 4.7932 2.6202 0.1774 -0.31 -0.33 -0.10
C 3.8317 1.5637 0.7493 -0.30 0.44 0.23
P 3.3136 0.5097 -0.6499 0.96 -0.56 -0.88
C 1.9628 1.4039 -1.5116 -0.65 0.29 0.67
C 1.0715 2.3865 -0.7081 0.22 -0.41 -0.27
C 2.4249 -0.9698 0.1275 -0.37 1.16 0.37
C 1.2819 -0.5451 1.0555 -0.29 -0.34 -0.20
C 0.3027 -1.6501 1.4475 0.03 -0.22 0.29
C -0.7558 -1.1706 2.4441 0.12 0.54 -0.48
C -1.6285 -0.0137 1.9209 -0.33 -0.08 0.41
C -3.0029 -0.4646 1.4213 0.55 0.16 -0.19
C -2.9316 -1.3143 0.1546 -0.53 0.33 -0.15
C -2.3881 -0.5358 -1.0678 -0.06 -0.70 0.25
C -3.3570 -0.5121 -2.2463 0.27 0.49 -0.13
C -4.4297 0.5564 -2.1013 -0.06 -0.47 -0.03
O -3.8665 1.8295 -2.3437 0.18 0.09 0.11
C -4.0870 2.7611 -1.3082 -0.08 -0.09 -0.15
O 1.7870 -1.6353 -0.9962 0.16 -0.53 -0.11
S 2.2204 -3.1460 -1.1859 -0.41 0.18 -0.49
O 1.1117 -4.0190 -1.1737 -0.19 0.07 0.16
O 3.2010 -3.2317 -2.1963 0.24 -0.03 0.21
O 2.8900 -3.2649 0.3014 0.11 -0.16 0.41
C 3.3948 -2.0308 0.6962 0.58 -0.35 -0.32
Br 3.4759 -1.9974 2.6592 0.01 0.22 0.22
Br 5.2743 -1.9614 0.1330 -0.27 0.19 0.06
H 4.3758 3.0233 -0.7460 0.03 0.18 -0.02
H 4.9139 3.4377 0.8805 0.19 0.07 0.04
H 5.7499 2.1747 -0.0780 0.15 0.06 0.07
H 4.3109 0.9753 1.5312 0.13 -0.15 -0.04
H 3.0032 2.0904 1.2275 -0.10 -0.17 0.03
H 2.4553 1.9066 -2.3393 0.04 0.07 -0.07
H 1.3267 0.6470 -1.9685 0.15 -0.19 -0.12
H 1.2764 3.4091 -1.0062 -0.07 0.15 0.12
H 1.2296 2.2846 0.3620 -0.02 0.21 0.07
H 0.0219 2.1672 -0.8895 -0.12 0.14 -0.09
H 1.6690 -0.0370 1.9370 0.15 0.05 0.03
H 0.7339 0.2054 0.4897 0.01 0.01 0.01
H -0.1724 -2.0658 0.5611 -0.01 0.06 -0.12
H 0.8500 -2.4752 1.9126 -0.02 -0.09 -0.04
H -0.2426 -0.8284 3.3452 0.00 -0.16 0.15
H -1.4138 -1.9990 2.7033 0.06 -0.12 0.17
H -1.7886 0.6937 2.7360 0.01 0.06 0.02
H -1.1303 0.5529 1.1363 0.11 0.01 -0.05
H -3.5114 -0.9852 2.2329 -0.12 -0.09 -0.01
H -3.5764 0.4352 1.1886 -0.18 -0.01 0.06
H -2.3668 -2.2318 0.3168 0.06 -0.06 0.07
H -3.9513 -1.6293 -0.0783 -0.03 -0.14 0.01
H -2.1600 0.4873 -0.7693 0.13 0.14 -0.14
H -1.4630 -1.0139 -1.3955 0.19 0.18 0.00
H -3.8119 -1.4878 -2.4114 -0.02 -0.12 0.07
H -2.7950 -0.2562 -3.1464 -0.07 -0.08 -0.14
H -4.8759 0.5111 -1.1029 -0.05 0.05 0.08
H -5.2248 0.3603 -2.8228 -0.11 0.15 -0.06
H -5.1538 2.9418 -1.1617 -0.08 0.06 0.06
H -3.6076 3.6908 -1.5974 0.04 0.08 -0.03
H -3.6548 2.4116 -0.3657 0.02 0.01 0.11
Na 3.0936 -4.5649 3.5194 -0.04 -0.22 -0.11